10
Properties=species:S:1:pos:R:3 method="wB97M-V/def2-TZVPD" gap_ev=10.05 total_energy_ha=-1265.646720 total_charge=0 e_above_lowest_ev=3.063
N 0.584 -1.322 1.122
C 0.468 -0.945 -0.296
O 0.865 -1.515 -1.393
C -0.515 0.272 -0.732
Cl -1.279 0.027 -2.248
C -0.781 1.211 0.070
F 0.056 1.758 1.099
Cl -2.031 2.436 -0.413
H 1.602 -1.679 1.195
H 1.031 -0.243 1.596



8
Properties=species:S:1:pos:R:3 method="wB97M-V/def2-TZVPD" gap_ev="8.28 / 8.28" total_energy_ha=-1110.992387 total_charge=0 e_above_lowest_ev=3.652
C 0.789 0.072 1.212
C 0.197 0.728 0.263
C -1.200 -0.714 -1.021
O -0.987 -1.789 -0.660
Cl 0.604 2.140 -0.508
Cl -1.983 -0.114 -2.373
H 1.728 0.598 1.586
H 0.852 -0.921 1.500



12
Properties=species:S:1:pos:R:3 method="wB97M-V/def2-TZVPD" gap_ev=9.66 total_energy_ha=-1759.853105 total_charge=+1 e_above_lowest_ev=0.358
F 1.799 2.556 -0.429
N 1.098 1.392 -0.390
C 0.027 1.225 -1.168
Cl -0.598 2.568 -1.980
N -0.536 0.064 -1.347
C -0.500 -1.025 -0.629
Cl -0.970 -2.465 -1.385
N -0.042 -1.084 0.607
C -0.383 -1.244 1.809
Cl -1.967 -1.244 2.380
H 1.666 0.629 -0.014
H 0.407 -1.373 2.547



10
Properties=species:S:1:pos:R:3 method="wB97M-V/def2-TZVPD" gap_ev=8.76 total_energy_ha=-1671.031118 total_charge=0 e_above_lowest_ev=4.144
C 0.867 -1.015 -0.402
C -2.128 -0.078 0.858
C 1.272 0.495 -0.275
O -0.152 -1.284 -0.978
F -2.912 0.620 1.669
Cl -2.610 0.027 -0.730
Cl -0.014 1.055 0.865
Cl 2.952 0.683 0.058
H 1.615 -1.577 0.022
H 1.110 1.073 -1.086



10
Properties=species:S:1:pos:R:3 method="wB97M-V/def2-TZVPD" gap_ev=8.64 total_energy_ha=-925.969961 total_charge=-1 smiles="O=C([O-])[C@](F)(Cl)CF" e_above_lowest_ev=0.420
O -0.475 1.402 -2.103
C 0.217 0.645 -1.401
O 1.327 0.109 -1.504
C -0.199 0.432 0.153
F -1.723 0.626 0.486
Cl 0.468 1.552 1.307
C 0.102 -0.910 0.729
F -0.582 -1.989 0.167
H -0.202 -0.922 1.790
H 1.067 -0.946 0.377



9
Properties=species:S:1:pos:R:3 method="wB97M-V/def2-TZVPD" gap_ev=7.76 total_energy_ha=-825.868174 total_charge=0 e_above_lowest_ev=4.678
C -0.898 -0.397 0.613
C -1.374 0.689 0.100
C 1.087 -0.250 -0.594
O 0.213 -1.037 0.232
O 0.539 0.495 -1.442
F -2.096 1.715 -0.072
Cl 2.096 0.703 0.702
H -1.396 -0.934 1.415
H 1.829 -0.982 -0.954